No. 1
{
  "formula": "C45H43F5O3P2SZr",
  "method": "ωB97M-V/def2-TZVPD",
  "gap_ev": 2.990,
  "e_above_lowest_kj_mol": 231.47,
  "charge": -2,
  "e_tot_ha": -3593.57146,
  "spin_multiplicity": 1,
  "symbols": ["Zr", "O", "P", "C", "P", "O", "C", "C", "C", "C", "C", "C", "C", "C", "C", "C", "C", "C", "C", "C", "C", "C", "C", "C", "C", "C", "C", "C", "C", "C", "H", "H", "H", "H", "H", "H", "H", "H", "H", "H", "H", "H", "H", "H", "H", "H", "H", "H", "H", "H", "H", "H", "C", "O", "C", "C", "H", "H", "H", "H", "H", "H", "C", "C", "C", "C", "C", "C", "C", "C", "C", "C", "H", "H", "H", "H", "H", "H", "H", "H", "H", "H", "H", "H", "C", "H", "H", "H", "F", "C", "C", "F", "C", "F", "C", "S", "C", "F", "C", "F"],
  "xyz": [[0.52031, -0.36591, 0.35709], [-0.01969, 1.49600, 1.27022], [-1.13449, 2.52628, 1.01500], [-2.40724, 1.72048, -0.00749], [-1.55370, 1.47793, -1.59420], [-0.24902, 0.69918, -1.34485], [-1.32502, 2.98695, -2.35602], [-0.08865, 3.25948, -3.02804], [0.10298, 4.44356, -3.68116], [-0.89863, 5.44171, -3.71372], [-2.13774, 5.14896, -3.13438], [-2.36876, 3.96870, -2.46365], [-2.62258, 0.35228, -2.53731], [-4.01529, 0.44394, -2.50705], [-4.79242, -0.30461, -3.37992], [-4.19096, -1.15330, -4.29890], [-2.80255, -1.24291, -4.34291], [-2.02539, -0.49441, -3.47658], [-0.58602, 4.00278, 0.32007], [-1.48867, 5.11252, 0.18185], [-1.03544, 6.30207, -0.35140], [0.27502, 6.46331, -0.78697], [1.17998, 5.38554, -0.60704], [0.77200, 4.19830, -0.06372], [-1.96657, 2.81269, 2.60371], [-1.29460, 2.45453, 3.77100], [-1.84867, 2.73221, 5.00980], [-3.07778, 3.37386, 5.09958], [-3.75360, 3.73101, 3.94198], [-3.20162, 3.45031, 2.70005], [-3.24632, 2.40923, -0.14224], [-2.76095, 0.79426, 0.45996], [0.69998, 2.52148, -2.98949], [1.06614, 4.63033, -4.14713], [-0.73900, 6.37327, -4.24131], [-2.93625, 5.88428, -3.17467], [-3.35011, 3.78627, -2.03602], [-4.50169, 1.09129, -1.78637], [-5.87271, -0.23092, -3.33398], [-4.79790, -1.74431, -4.97427], [-2.32373, -1.90714, -5.05298], [-0.94388, -0.56063, -3.51253], [-2.51755, 5.04230, 0.51154], [-1.74180, 7.11852, -0.46872], [0.60704, 7.40268, -1.20921], [2.21362, 5.48719, -0.92021], [1.47395, 3.37902, 0.04481], [-0.34977, 1.93175, 3.69596], [-1.32650, 2.42838, 5.90891], [-3.51315, 3.58366, 6.06944], [-4.71792, 4.22133, 4.00316], [-3.75233, 3.71713, 1.80581], [2.03479, -2.12058, 2.73522], [1.63917, -1.09957, 1.87614], [3.19387, -0.27529, 1.00929], [3.29368, 0.88921, 1.95928], [1.24668, -2.28992, 3.47471], [2.96408, -1.83881, 3.23939], [2.21328, -3.05056, 2.18683], [3.39686, 0.57440, 3.00111], [2.48855, 1.63870, 1.89758], [4.22708, 1.39546, 1.68438], [4.86284, -0.41373, -1.42677], [3.33860, -0.62636, -1.50942], [3.10256, -2.13515, -1.43660], [2.64228, 0.05636, -0.29856], [2.84194, -0.02572, -2.81921], [2.13570, -0.75913, -3.76927], [1.71866, -0.18393, -4.96532], [2.00869, 1.14065, -5.24634], [2.71105, 1.88775, -4.31009], [3.10971, 1.31384, -3.11454], [5.21700, -0.83725, -0.48540], [5.11885, 0.64746, -1.43647], [5.37284, -0.89680, -2.26716], [3.43056, -2.47252, -0.45099], [3.67269, -2.67404, -2.20126], [2.04823, -2.39395, -1.54503], [2.49399, 1.13954, -0.47840], [1.89036, -1.79511, -3.57579], [1.15225, -0.77734, -5.67438], [1.66528, 1.59736, -6.16612], [2.91391, 2.93614, -4.49308], [3.62620, 1.92654, -2.38592], [-0.39351, -2.21868, -0.59102], [-1.40077, -2.39998, -0.20535], [0.20186, -3.11511, -0.38448], [-0.46680, -2.09464, -1.67736], [-4.06477, -5.96007, 4.15778], [-3.49767, -4.80436, 3.76087], [-2.32956, -4.80533, 3.02603], [-1.75166, -5.97806, 2.71125], [-1.75248, -3.61283, 2.62715], [-0.60871, -3.70779, 1.94199], [-2.29531, -2.35790, 2.92890], [-1.59119, -0.83055, 2.49613], [-3.48294, -2.41036, 3.67427], [-4.10332, -1.27680, 4.02913], [-4.07158, -3.58995, 4.08461], [-5.20957, -3.57142, 4.80386]],
  "lowdin_charge": [1.6385, -0.5225, 0.7375, -0.3037, 0.7225, -0.4787, -0.3397, -0.1107, -0.1442, -0.1486, -0.1678, -0.1372, -0.2445, -0.0883, -0.1085, -0.1164, -0.0947, -0.0815, -0.3330, -0.1349, -0.1632, -0.1452, -0.1370, -0.1163, -0.2610, -0.0916, -0.0882, -0.1087, -0.1005, -0.0898, 0.0606, 0.0447, 0.0688, 0.0816, 0.0627, 0.0885, 0.0781, 0.0953, 0.0916, 0.0866, 0.0946, 0.0880, 0.0698, 0.0923, 0.0665, 0.0853, 0.0853, 0.0990, 0.0968, 0.0892, 0.0927, 0.0901, -0.1810, -0.5220, -0.1793, -0.1515, 0.0695, 0.0693, 0.0790, 0.0558, 0.0528, 0.0747, -0.0610, -0.5113, -0.0703, -0.3527, -0.1718, -0.0408, -0.0998, -0.1053, -0.1086, -0.0458, 0.0679, 0.0706, 0.0790, 0.0788, 0.0826, 0.0457, 0.0875, 0.0985, 0.0932, 0.0951, 0.0963, 0.1104, -0.2860, -0.0274, -0.0227, -0.0337, 0.0830, -0.1614, -0.1557, 0.0924, -0.2409, 0.0656, -0.5542, 0.6549, -0.2588, 0.0625, -0.1595, 0.0865]
}

No. 2
{
  "formula": "C45H44F4GeN7O2PRhSe2Si3",
  "method": "ωB97M-V/def2-TZVPD",
  "gap_ev": [5.551, 3.793],
  "e_above_lowest_kj_mol": 0.00,
  "charge": 2,
  "e_tot_ha": -10873.93830,
  "s2": 8.828,
  "spin_multiplicity": 6,
  "symbols": ["Rh", "Se", "P", "Se", "C", "C", "C", "C", "C", "C", "C", "C", "C", "C", "C", "C", "H", "H", "H", "H", "H", "H", "H", "H", "H", "H", "O", "N", "O", "C", "C", "C", "C", "C", "C", "N", "C", "C", "N", "C", "C", "C", "C", "H", "H", "H", "H", "H", "H", "H", "C", "Si", "C", "C", "Ge", "Si", "C", "C", "C", "Si", "C", "C", "C", "H", "H", "H", "H", "H", "H", "H", "H", "H", "H", "H", "H", "H", "H", "H", "H", "H", "H", "H", "H", "H", "H", "H", "H", "H", "H", "H", "F", "C", "C", "F", "C", "C", "C", "F", "C", "C", "C", "N", "C", "N", "F", "C", "C", "N", "C", "N"],
  "xyz": [[0.44280, 0.69352, -0.37561], [-2.29691, -1.30077, 2.45677], [-2.23758, -2.39311, 0.57442], [-1.76644, -1.03615, -1.06997], [-1.02652, -3.72859, 0.68460], [-1.03888, -4.54366, 1.81781], [-0.18726, -5.63468, 1.88033], [0.67835, -5.90246, 0.82558], [0.71177, -5.07029, -0.28581], [-0.14453, -3.97936, -0.36100], [-3.84598, -3.14008, 0.20810], [-4.72965, -3.43606, 1.24374], [-5.95401, -4.01942, 0.95242], [-6.29148, -4.30770, -0.36160], [-5.40644, -4.01696, -1.39334], [-4.18130, -3.43347, -1.11235], [-1.71014, -4.32936, 2.64373], [-0.20432, -6.28361, 2.74687], [1.33147, -6.76545, 0.87155], [1.39935, -5.27421, -1.09774], [-0.12789, -3.32911, -1.22572], [-4.46872, -3.20706, 2.26984], [-6.64681, -4.24431, 1.75350], [-7.24821, -4.76398, -0.58547], [-5.67038, -4.24851, -2.41682], [-3.48622, -3.21959, -1.91402], [-0.79725, 4.02405, 5.70697], [0.26657, 3.42651, 5.74887], [1.00925, 3.37887, 6.69948], [0.70473, 2.73123, 4.50829], [2.01545, 2.44777, 4.42346], [2.56530, 1.88956, 3.23096], [3.92947, 1.56646, 3.10679], [4.40120, 1.08691, 1.91310], [3.50490, 0.92872, 0.85162], [2.21939, 1.20291, 0.95539], [1.73708, 1.67934, 2.12677], [0.32611, 1.94078, 2.23316], [-0.45189, 1.67602, 1.14428], [-1.76655, 1.81149, 1.25691], [-2.38656, 2.22455, 2.43014], [-1.61930, 2.54199, 3.52205], [-0.21439, 2.42863, 3.43594], [2.65601, 2.66346, 5.26851], [4.58515, 1.70314, 3.95961], [5.44633, 0.84909, 1.77360], [3.84731, 0.55716, -0.10745], [-2.34466, 1.56648, 0.38013], [-3.46694, 2.27752, 2.47138], [-2.08120, 2.86686, 4.43883], [-0.27735, 2.15932, -5.74760], [0.43266, 1.08145, -4.41034], [2.23070, 1.38707, -4.04332], [-0.07083, -0.70165, -4.51713], [-0.59445, 1.87050, -2.13180], [-3.17812, 2.02729, -2.76258], [-3.16116, 3.54278, -3.84619], [-3.71689, 0.47173, -3.62889], [-4.13545, 2.33119, -1.19129], [0.29086, 4.31198, -1.65993], [-0.65638, 4.80288, -0.13113], [2.10605, 3.96808, -1.36659], [-0.09195, 5.35856, -3.14494], [0.29679, 1.98602, -6.66630], [-0.21160, 3.22405, -5.51468], [-1.31908, 1.90691, -5.95807], [2.84164, 0.71945, -4.66084], [2.46095, 1.17676, -2.99792], [2.51538, 2.41687, -4.27006], [0.46356, -1.18295, -5.34408], [-1.14005, -0.80863, -4.70337], [0.17363, -1.23118, -3.59328], [-2.34714, 3.54956, -4.57256], [-3.10869, 4.45582, -3.24899], [-4.10503, 3.56914, -4.40373], [-2.90172, -0.04378, -4.13675], [-4.47564, 0.72356, -4.37831], [-4.15548, -0.22523, -2.91301], [-3.68365, 3.10191, -0.56121], [-4.24503, 1.41241, -0.60968], [-5.13901, 2.67698, -1.46384], [-0.26858, 4.29301, 0.75303], [-1.72329, 4.58003, -0.21877], [-0.55837, 5.88164, 0.03196], [2.25538, 2.93839, -1.05209], [2.49846, 4.62496, -0.58249], [2.69517, 4.14509, -2.27001], [-1.16150, 5.40508, -3.35204], [0.42304, 5.01320, -4.04373], [0.24879, 6.38072, -2.93857], [1.45554, -1.33862, 1.35436], [2.57464, -2.02024, 1.70016], [2.93045, -1.98264, 3.02189], [2.15708, -1.26746, 3.83370], [4.04734, -2.68575, 3.51531], [4.72535, -3.45007, 2.54032], [4.38624, -3.43880, 1.21385], [5.14200, -4.12599, 0.36798], [3.30485, -2.69225, 0.71344], [3.02187, -2.54929, -0.69670], [2.22911, -1.50166, -1.11762], [1.57009, -0.59213, -1.42315], [3.52428, -3.42732, -1.70087], [3.85643, -4.14575, -2.54030], [5.78595, -4.14798, 2.90244], [4.48746, -2.59503, 4.87352], [4.03062, -1.54648, 5.71863], [3.68809, -0.65014, 6.35925], [5.42952, -3.48624, 5.44683], [6.16685, -4.21220, 5.95948]],
  "lowdin_spin": [1.1794, 0.7554, 0.0674, 0.3086, 0.0093, 0.0120, 0.0014, 0.0010, 0.0020, 0.0019, 0.0118, 0.0060, 0.0014, 0.0009, 0.0003, 0.0067, 0.0097, 0.0001, 0.0000, 0.0000, 0.0015, 0.0052, 0.0002, 0.0000, 0.0000, 0.0050, 0.0000, 0.0000, -0.0001, 0.0001, 0.0010, 0.0019, -0.0009, 0.0026, 0.0054, 0.0558, 0.0044, 0.0034, 0.0067, 0.0292, 0.0149, 0.0043, 0.0010, 0.0001, 0.0001, 0.0004, 0.0006, 0.0056, 0.0003, 0.0001, 0.0347, 0.2254, 0.0622, 0.0420, 0.5294, 0.1561, 0.0268, 0.0185, 0.0442, 0.1511, 0.0293, 0.0126, 0.0380, 0.0078, 0.0011, -0.0002, 0.0112, 0.0037, 0.0000, 0.0085, 0.0002, 0.0023, 0.0008, -0.0001, 0.0050, 0.0018, 0.0029, 0.0011, 0.0010, -0.0003, 0.0080, -0.0001, 0.0023, 0.0050, 0.0010, 0.0019, -0.0001, 0.0003, 0.0001, 0.0078, -0.0002, -0.0048, 0.0698, 0.0186, 0.0153, 0.0591, -0.0162, -0.0107, 0.0792, 0.0427, 0.0320, 0.0376, 0.0053, 0.0161, 0.0173, 0.2978, 0.0324, 0.1471, 0.0286, 0.1658]
}